Record 1
Below is C24H28BrCl2ErN5O2P as an isolated structure, with properties calculated with the ωB97M-V functional and the def2-TZVPD basis.

The total charge is 0. The expectation value of S² is 3.75. As for the highest occupied orbital energy (alpha / beta): -0.2759 / -0.2761 hartree. Its spin multiplicity is 4.

XYZ file:
```
64
Properties=species:S:1:pos:R:3:forces:R:3
Er 0.78897 1.17891 0.88989 -0.42 -0.22 -0.53
Cl -5.96218 2.41320 2.70966 -0.64 0.00 -0.07
C -4.67046 2.25647 1.59423 0.99 0.08 0.10
C -3.68477 1.33819 1.90341 0.78 -0.36 0.26
C -2.41778 1.31399 1.30986 -0.69 0.23 -0.29
N -1.34768 0.47981 1.67160 0.45 -0.06 1.22
C -1.31958 -0.02977 2.94264 -1.08 0.47 -0.37
O -2.13758 0.11886 3.86225 0.75 -0.26 -0.56
C -0.13490 -0.91869 3.17949 -0.53 -0.51 0.45
C -0.21976 -1.94275 4.11209 -0.24 0.24 0.29
C 0.87180 -2.76385 4.28521 -0.15 0.48 -0.32
C 1.98460 -2.56939 3.48871 0.99 -0.47 -0.27
C 2.00571 -1.52320 2.59675 0.34 0.52 -0.23
N 0.95264 -0.72109 2.46415 0.31 0.77 -0.80
C -2.20300 2.18016 0.21429 -0.45 -0.48 0.13
C -3.22874 3.04086 -0.15947 0.24 0.53 -0.17
C -4.42598 3.14114 0.56990 0.76 -0.35 -0.75
Cl -5.57546 4.31356 0.12168 -0.49 0.60 -0.20
N -0.94339 2.08078 -0.40833 0.09 -0.17 -0.20
C -0.84418 2.28431 -1.73011 0.65 0.53 -0.45
O -1.68788 2.60482 -2.56070 -0.34 -0.22 0.20
C 0.59376 2.20438 -2.25403 0.23 -0.30 1.44
C 0.88031 2.64094 -3.51666 -0.21 -0.06 -1.13
C 2.18669 2.61132 -3.97366 0.22 -0.24 1.71
C 3.17403 2.16385 -3.10686 1.03 -0.57 0.36
C 2.83305 1.81082 -1.79427 -0.59 -0.34 -0.78
N 1.56696 1.78756 -1.39358 -0.95 0.85 -0.19
H -3.86540 0.66967 2.70856 -0.13 -0.29 0.50
H -1.12747 -2.03766 4.69697 0.12 0.03 -0.06
H 0.86412 -3.49888 5.05071 0.00 -0.72 0.39
H 2.85409 -3.22312 3.53369 -0.20 0.15 0.21
H 2.87348 -1.21114 1.99186 -0.35 -0.54 0.44
H -3.01760 3.68518 -1.01479 -0.46 -0.12 0.33
H 0.08538 2.92110 -4.20783 0.04 0.12 0.54
H 2.42018 3.02796 -4.90792 0.35 0.10 -1.29
H 4.22440 1.98166 -3.40572 -0.75 0.60 0.07
H 3.51026 1.48505 -1.02234 0.57 0.03 -0.22
N 0.09981 3.15120 2.20026 1.03 1.28 -0.22
H 0.03195 2.92036 3.18328 0.04 0.05 0.25
H -0.84854 3.40461 1.89914 0.44 0.14 0.04
H 0.76281 3.98851 2.12627 -1.42 -1.53 0.10
C -1.63910 -2.55849 0.31134 -0.35 -0.04 -0.22
C -1.24554 -1.77565 -0.94411 -0.88 -0.40 -1.02
P 0.49065 -1.34422 -0.91665 1.64 -0.07 -0.32
C 0.92736 -1.05403 -2.71699 -0.54 0.81 0.79
C 0.65339 -2.22081 -3.63177 -0.29 -0.76 -0.58
C 1.33547 -2.99217 -0.67060 -1.10 0.27 0.11
C 2.82590 -2.87870 -0.82707 1.39 -0.53 0.10
H -2.58935 -2.15568 0.66793 0.19 -0.26 0.33
H -0.85912 -2.45188 1.05240 -0.13 0.06 0.59
H -1.74533 -3.63727 0.11258 -0.01 0.43 0.00
H -1.83162 -0.83082 -1.06286 0.37 -0.78 0.05
H -1.40952 -2.44505 -1.81721 -0.18 0.70 0.33
H 1.99818 -0.75433 -2.75549 -0.81 0.08 -0.05
H 0.26946 -0.18084 -2.90330 0.57 -0.32 -0.45
H 1.49231 -2.91897 -3.52450 -0.53 -0.41 0.24
H 0.69996 -2.00263 -4.70575 -0.17 0.52 0.21
H -0.35626 -2.69647 -3.46769 1.25 0.27 -0.05
H 0.89649 -3.71376 -1.38013 0.21 0.24 0.13
H 1.04621 -3.34719 0.32322 0.24 -0.02 -0.01
H 3.13491 -2.48731 -1.79980 -0.24 0.22 0.03
H 3.30546 -3.88563 -0.81852 -0.30 0.62 0.36
H 3.31320 -2.23834 -0.05323 -0.42 -0.51 -0.50
Br 3.38423 1.81057 1.67792 -0.27 -0.13 -0.01
```
Positions in Å, forces in eV/Å.

Atomic partial charges in e from the Löwdin method, atoms 1 to 8: Er 1.01; Cl 0.69; C -0.71; C -0.05; C -0.23; N -0.01; C -0.47; O 0.03

***

Record 2
Below is C4H16AsF6N8O4Tl as an isolated structure, with properties calculated with the ωB97M-V functional and the def2-TZVPD basis.

The total charge is +3. The expectation value of S² is 1.78. As for the highest occupied orbital energy (alpha / beta): -0.6922 / -0.6726 hartree. Its spin multiplicity is 2.

XYZ file:
```
40
Properties=species:S:1:pos:R:3:forces:R:3
Tl 0.81227 -1.23836 -1.61522 -0.15 -0.24 -0.04
As -3.62473 -0.09032 -1.05569 -3.73 -0.59 -2.02
F -3.51088 -0.18309 -2.85540 0.15 0.45 1.91
F -1.99619 -0.77698 -1.04486 0.62 -0.30 0.77
F -3.66220 0.08392 0.76796 0.57 -0.74 -1.84
F -5.27137 0.61137 -1.19802 2.57 -0.69 0.53
F -4.32448 -1.76575 -1.11031 1.29 2.20 0.87
F -2.79463 1.48894 -1.09099 -0.16 -0.28 0.08
C 3.49637 -1.44826 1.48628 -3.62 2.44 -1.08
O 2.83474 -1.43161 0.42314 -0.16 0.11 -0.79
N 3.27670 -0.61037 2.46928 -0.97 2.61 2.04
N 4.30622 -2.32887 1.84719 4.00 -5.49 -0.10
H 3.56095 -0.95533 3.37498 -0.23 0.78 0.09
H 2.67528 0.19822 2.40163 0.31 -0.30 -0.04
H 4.35818 -3.17046 1.29119 0.48 0.06 0.06
H 4.92123 -2.24207 2.64363 -0.04 -0.05 -0.24
C -0.10463 1.72866 0.82075 -0.58 0.29 -6.58
O 0.02897 0.52551 0.52885 0.36 -3.18 -0.92
N -0.26230 2.66108 -0.07525 0.47 0.07 -2.23
N -0.10313 2.09132 1.96718 0.14 1.53 9.04
H -0.54924 3.56221 0.27933 -0.52 -0.01 -0.84
H -0.46806 2.24866 -0.97395 -0.30 0.75 -0.45
H -0.43243 1.38417 2.60874 0.31 0.66 1.02
H -0.07617 3.09196 2.10171 -0.13 -0.18 1.27
C 0.62550 2.39277 -3.51804 -1.34 -2.98 1.98
O 0.37763 1.36697 -2.89440 -0.51 0.82 0.22
N 1.66552 2.54856 -4.25187 3.67 1.16 -2.92
N -0.20503 3.47056 -3.53918 -0.27 1.11 -0.15
H 2.42796 1.89546 -4.36259 -0.15 -0.81 0.66
H 1.82667 3.26255 -4.94781 -0.53 0.61 -0.08
H 0.00483 4.20049 -4.20496 -0.42 0.57 -0.39
H -1.02737 3.55970 -2.95960 -0.62 -0.18 0.23
C -0.89784 -3.01115 1.70392 -3.27 2.04 1.45
O -0.33748 -2.45537 0.81765 2.64 1.60 -2.96
N -1.83335 -2.47912 2.44147 -1.13 1.03 0.56
N -0.64378 -4.22070 2.03337 2.54 -5.26 0.08
H -2.19735 -3.06489 3.17935 -0.53 0.63 0.37
H -2.20956 -1.58978 2.14542 -0.69 0.24 0.26
H -0.63246 -4.59873 2.96989 -0.20 0.08 0.46
H -0.03425 -4.71203 1.39528 0.10 -0.57 -0.27
```
Positions in Å, forces in eV/Å.

Atomic partial charges in e from the Löwdin method, atoms 1 to 8: Tl 1.18; As 0.92; F -0.28; F -0.38; F -0.31; F -0.24; F -0.27; F -0.30

***

Record 3
Below is an isolated ion of composition C2H3ClN and charge +1, with properties calculated with the ωB97M-V functional and the def2-TZVPD basis.

The total charge is +1. As for the highest occupied orbital energy: -0.5839 hartree. Its SMILES is [NH3+]C#CCl. The energy relative to the best compared isomer or geometry (same formula, charge and spin) is 67.47 kcal/mol.

XYZ file:
```
7
Properties=species:S:1:pos:R:3:forces:R:3
C 1.60183 -0.06626 0.07985 -1.25 -0.76 0.08
C 2.79276 -0.05911 0.05956 5.01 0.19 -0.21
N 0.16224 0.00182 -0.04524 0.94 3.00 0.33
Cl 4.96808 0.00738 -0.02701 -5.39 -0.18 0.25
H -0.50585 -0.47247 0.55816 0.63 -0.98 0.63
H -0.14121 -0.13930 -0.99966 0.03 -0.29 -0.69
H -0.05050 1.02163 0.16222 0.04 -0.98 -0.39
```
Positions in Å, forces in eV/Å.

How positive or negative is each atom? The Löwdin charges in e answer that: C -0.13; C -0.12; N 0.22; Cl 0.44; H 0.19; H 0.18; H 0.22

***

no.,total energy (eV)
1,-168892.25555
2,-106324.36558
3,-16122.39858